Here is 2 unconnected molecules or ions with the total composition C4H11NO at a distorted geometry from the Open Molecules 2025 dataset. Energies are from ωB97M-V with the def2-TZVPD basis set.

Values from the calculation:
orbital gap = 10.44 eV
total energy = -288.926453 a.u.
lowest unoccupied orbital energy = 0.986 eV
ΔE to the lowest compared entry with this formula, charge and spin = 2.464 eV
SMILES = C=CN.CCO

Structure (ORCA input):
```
! RIJCOSX wB97M-V def2-TZVPD def2/J DEFGRID3
* xyz 0 1
C 1.42361 -1.53370 -0.71690
H 0.15484 -1.24247 0.83111
H 2.56893 0.01576 -1.66936
N -1.39832 -0.06975 1.34692
H -2.28428 2.49313 -0.78868
O 0.90383 -1.81808 0.57109
H -1.27203 2.56397 0.87498
H -2.25997 -0.39883 1.82810
C -1.72617 0.70769 0.15423
H 0.66691 -1.74843 -1.53918
C -1.79183 2.04715 0.05959
H 2.20969 -2.29675 -0.69387
C 1.96102 -0.11503 -0.80068
H -1.57312 0.07937 -0.75533
H 2.38123 0.24327 0.12493
H -0.99973 0.57395 2.02719
H 1.03541 0.49876 -0.85412
*
```